[1]
ORCA calculation (ωB97M-V with the def2-TZVPD basis set) on C3H4N2 in the gas phase in a non-equilibrium geometry.

Summary:
energy relative to the best compared isomer or geometry (same formula, charge and spin) = 94.33 kcal/mol
SMILES = C1=NC=NC1
molecular weight = 68.1 g mol⁻¹
HOMO = -10.25 eV

Geometry as XYZ:
```
9
C3H4N2 (ωB97M-V with the def2-TZVPD basis set)
C -0.49574 -0.43241 0.73553
N 0.61990 -0.01026 1.24952
C 1.22706 0.51368 0.05135
N 0.79052 0.36609 -1.06441
C -0.66645 -0.17152 -0.64778
H -1.07372 -1.26159 0.89259
H 1.76221 1.32545 0.23786
H -1.12965 -1.01498 -1.17257
H -1.03412 0.68554 -0.28211
```

***

[2]
ORCA calculation (ωB97M-V with the def2-TZVPD basis set) on a molecular structure, C10H7Br4IrN2O4 in a non-equilibrium geometry.

Summary:
molecular weight = 731.0 g mol⁻¹
HOMO = -7.82 eV

Geometry as XYZ:
```
28
C10H7Br4IrN2O4 (ωB97M-V with the def2-TZVPD basis set)
Ir -0.15210 -0.26422 -0.51094
Br 4.18949 3.95309 -3.89137
C 2.70561 3.28838 -2.94453
C 1.49476 3.98722 -2.94458
Br 1.32805 5.60460 -3.89142
C 0.40397 3.46261 -2.25779
Br -1.27779 4.31154 -2.23284
C 0.50458 2.25374 -1.58130
O -0.51146 1.68504 -0.92025
C 1.69992 1.56386 -1.58121
O 1.71553 0.39957 -0.92011
C 2.79705 2.08146 -2.25770
Br 4.37347 1.05004 -2.23266
C -1.19353 -2.06708 3.45721
C -0.94476 -1.63656 2.04730
N -0.32743 -0.56770 1.68715
O 0.19093 0.33003 2.56371
C -1.42311 -2.46476 0.94420
C -2.16505 -3.74954 1.03309
N -1.13472 -1.96525 -0.22015
O -1.42680 -2.47116 -1.34147
H -0.79664 -1.37994 4.19953
H -0.74118 -3.04498 3.62280
H -2.26663 -2.16392 3.62275
H 0.02494 0.04282 3.47427
H -2.34594 -4.06278 2.05757
H -1.60285 -4.52568 0.50934
H -3.11832 -3.65046 0.50938
```

***

[3]
ORCA calculation (ωB97M-V with the def2-TZVPD basis set) on 2 unconnected molecules or ions with the total composition C5H8N in a non-equilibrium geometry.

Summary:
energy relative to the best compared isomer or geometry (same formula, charge and spin) = 239.23 kcal/mol
molecular weight = 82.1 g mol⁻¹
net charge = +1
HOMO (spin up / spin down) = -13.19 / -13.92 eV

Geometry as XYZ:
```
14
C5H8N (ωB97M-V with the def2-TZVPD basis set)
C 3.17911 -0.00880 -1.47796
C 2.49834 0.29798 -0.44519
C 1.36708 0.40851 0.20213
C 0.51970 -1.87993 1.52966
C -1.03018 0.88852 0.15773
N 0.38791 1.37978 0.13601
H 0.46171 -1.84667 2.65670
H 1.46131 -1.97958 1.18615
H -0.23268 -1.59262 0.82656
H -1.25777 0.35261 1.11365
H -1.62186 1.70430 0.09323
H -1.33666 0.23685 -0.69264
H 0.45953 1.99729 0.91212
H 0.55209 1.98930 -0.75739
```

***

[4]
ORCA calculation (ωB97M-V with the def2-TZVPD basis set) on 2 unconnected molecules or ions with the total composition C7H11N in a non-equilibrium geometry.

Summary:
energy relative to the best compared isomer or geometry (same formula, charge and spin) = 92.99 kcal/mol
molecular weight = 109.2 g mol⁻¹
HOMO = -9.20 eV

Geometry as XYZ:
```
19
C7H11N (ωB97M-V with the def2-TZVPD basis set)
C 4.03823 -0.34608 0.13053
C -1.77818 -1.30834 0.18855
C -0.90099 -1.18780 -1.05770
C -0.94353 -0.10742 0.73123
C 0.90315 0.67829 -0.79774
C -0.06653 -0.10748 -0.45283
C 1.12052 1.89594 0.11295
N 3.13713 -0.73868 0.76298
H -2.82553 -0.99575 0.08132
H -1.78581 -2.35661 0.71018
H -0.43171 -2.07901 -1.31484
H -1.26469 -0.87075 -1.96777
H -1.52815 0.76705 0.75337
H -0.33510 -0.30088 1.64094
H 1.38934 0.66554 -1.83854
H 1.98518 2.52171 -0.31239
H 1.46113 1.65681 1.10072
H 0.28019 2.62468 0.05236
H 2.29794 -0.58856 1.24703
```